18
Properties=species:S:1:pos:R:3:forces:R:3 method="wB97M-V/def2-TZVPD" e_tot_ha=-778.97506 relative_energy_kj_mol=689.89 total_charge=0 multiplicity=1
C -2.88685 1.10180 0.29482 -2.009 -0.799 0.384
C -3.71845 0.06240 0.09477 -0.205 -1.544 -1.354
C -1.52637 0.73154 0.29775 2.402 0.228 -0.425
C -1.28421 -0.64741 0.24075 1.449 0.360 -0.415
C 0.97825 0.04786 -0.65835 -2.512 -0.536 0.005
C 2.61333 -1.25312 0.61449 -3.993 4.269 0.023
C 2.34491 -0.54492 -0.74611 -2.219 1.168 3.235
N -0.57404 1.67110 0.14412 -0.895 0.368 -0.078
N 0.62985 1.23694 -0.24004 -1.956 -2.976 0.344
S -2.76054 -1.38830 -0.19011 0.120 -0.562 0.291
H -3.32824 2.04473 0.31680 0.029 1.769 0.268
H -4.81275 -0.10581 -0.10082 1.258 0.889 0.595
H 1.81183 -1.93163 0.61834 -0.518 -1.569 0.909
H 2.38867 -0.41853 1.40826 0.835 -1.900 -1.109
H 3.55663 -1.58174 0.57480 3.378 -1.629 0.500
H 2.29365 -1.18511 -1.52681 0.393 -2.174 -2.415
H 3.09324 0.15439 -0.83055 1.726 2.016 -0.720
H 1.18111 2.00581 -0.31211 2.716 2.622 -0.041

***

49
Properties=species:S:1:pos:R:3:forces:R:3 method="wB97M-V/def2-TZVPD" e_tot_ha=-6596.89045 total_charge=+1 multiplicity=1
C 1.73929 0.42454 2.93677 -0.525 0.318 -0.210
C 0.59590 0.88481 1.80620 0.977 2.285 1.636
N 1.11227 0.86236 0.38880 -1.693 -0.910 -0.021
C 0.05492 0.52241 -0.63495 0.663 0.658 -0.891
C -0.30653 -1.11040 -0.63323 2.920 1.068 -1.213
C 1.03834 -2.01017 -0.26043 -0.491 -0.826 -0.200
C 2.33592 -1.68730 -1.21770 0.047 -0.304 -0.790
C 3.76938 -2.23470 -0.61752 -0.739 -0.543 0.797
F 3.57812 -3.09259 0.60134 -0.092 2.281 -3.077
Br 4.62933 -3.46267 -1.99435 -0.661 1.202 1.441
C 4.82372 -1.03779 -0.19854 0.421 1.010 -0.562
F 5.61053 -0.66585 -1.39791 -2.420 -0.818 3.788
F 4.17268 0.19875 0.29886 1.598 -3.532 -1.772
Br 5.93357 -1.76670 1.31520 -0.520 1.186 -1.646
N -1.39968 -1.48708 0.33832 -0.227 -1.659 -0.356
C -2.60403 -0.57215 0.34521 -2.297 1.635 0.998
C -3.95887 -1.48918 0.44913 -0.328 -0.305 0.742
C -5.07279 -0.61522 1.29710 -4.113 2.423 -4.226
O -6.03800 0.01375 0.60575 6.127 -3.859 4.683
C -2.61630 0.54525 -0.86038 0.476 0.474 0.930
C -1.27042 1.48484 -0.62716 -1.092 -0.397 0.338
P -1.28279 2.78388 -2.07127 -0.297 -0.188 -0.911
C 0.41808 3.66418 -1.97233 0.532 1.076 1.371
O -2.55697 3.90016 -1.63378 0.840 -2.513 1.574
H 2.66297 1.17970 2.95788 -2.035 -1.834 -0.391
H 2.07614 -0.67296 2.67867 -0.432 2.237 0.764
H 1.25997 0.50591 4.02263 0.934 -0.419 -2.406
H 0.37949 2.03096 2.06240 0.040 -2.435 -0.254
H -0.41459 0.32397 1.98509 1.971 0.835 -0.621
H 1.67727 1.70239 0.13805 -0.935 -1.020 0.380
H 0.57067 0.69503 -1.69873 -1.102 -0.546 2.197
H -0.63318 -1.36372 -1.73340 0.273 0.358 2.369
H 1.27190 -1.95322 0.89325 -0.326 0.200 -2.390
H 0.74003 -3.14414 -0.48132 0.673 2.336 0.546
H 2.48467 -0.55657 -1.48116 -0.383 -2.138 0.863
H 2.18060 -2.24550 -2.26099 0.304 1.200 2.433
H -1.02981 -1.65795 1.32169 -0.347 0.522 -1.493
H -1.75772 -2.43988 0.02539 0.616 1.283 0.503
H -2.54244 0.04694 1.36282 -0.016 -1.283 -2.224
H -3.76356 -2.47372 1.09054 -0.181 2.062 -1.171
H -4.36432 -1.86760 -0.60051 0.737 1.233 2.217
H -4.98017 -0.55597 2.48425 -0.243 -0.068 -2.488
H -2.67370 0.10384 -1.94266 0.126 0.723 2.122
H -3.54889 1.23636 -0.67517 1.572 -1.701 -0.394
H -1.44503 2.09767 0.35244 0.606 -1.440 -1.354
H 0.87278 3.43066 -0.91799 -0.542 0.592 -1.970
H 1.16029 3.31721 -2.82344 -1.821 0.656 1.719
H 0.27089 4.84437 -2.00927 0.293 -2.574 -0.079
H -3.15991 3.36310 -1.01359 1.112 1.458 -1.300

***

19
Properties=species:S:1:pos:R:3:forces:R:3 method="wB97M-V/def2-TZVPD" e_tot_ha=-361.18405 relative_energy_kj_mol=539.13 total_charge=0 multiplicity=1
C 1.06863 1.14974 1.93724 -0.025 -0.003 -0.399
N 0.74296 0.18481 0.91490 -0.329 -0.336 -0.291
C -0.47539 1.82794 -0.29602 0.315 -0.552 0.069
N -0.02051 0.62235 -0.10093 -0.908 0.502 1.534
H 0.05155 -0.98743 1.13976 -0.224 -0.709 -1.319
H 1.64117 1.99063 1.53201 0.032 0.056 -0.006
H 1.69733 0.64516 2.66773 -0.097 -0.004 0.016
H 0.17602 1.55565 2.43265 -0.050 0.010 0.015
H -0.21481 2.63573 0.36231 0.256 0.008 0.071
H -1.20130 1.98237 -1.07276 0.084 -0.106 -0.255
C 0.46702 -1.25907 -1.56297 -0.136 -0.083 -0.155
C -0.62929 -0.54962 -0.79560 -0.003 -0.268 -0.180
C -1.13848 -1.47793 0.29922 1.063 1.071 1.267
N 0.33034 -1.46148 -2.80092 0.008 0.218 -0.150
H 1.12468 -1.94723 -3.21561 -0.030 -0.130 0.206
H 1.30566 -1.60073 -0.94633 -0.029 0.056 -0.114
H -1.37950 -0.18605 -1.49905 0.132 0.244 -0.019
H -1.65925 -0.96954 1.10827 -0.694 0.812 -0.328
H -1.88685 -2.15527 -0.10390 0.636 -0.785 0.036

***

140
Properties=species:S:1:pos:R:3:forces:R:3 method="wB97M-V/def2-TZVPD" e_tot_ha=-5021.38258 total_charge=0 multiplicity=1
C 4.09084 -2.23780 -0.55746 0.078 0.225 0.117
C 2.81864 -1.90144 0.22085 0.099 0.585 0.048
O 2.56161 -2.83440 1.27874 -0.061 -0.144 -0.217
C 1.59932 -1.70032 -0.69397 0.311 0.424 0.003
C 0.29400 -1.73209 0.09509 -0.322 -0.323 0.329
C -0.73765 -0.92101 -0.57015 0.451 0.536 -0.478
N -1.37094 -0.16066 -1.15907 -0.162 -0.448 0.302
C -0.28418 -3.15434 0.45769 0.675 0.247 0.554
S 0.50947 -4.58510 -0.33115 -0.364 -0.518 -0.635
C -0.30206 -3.34392 1.91588 -0.366 -0.415 0.059
N -0.39969 -3.59166 3.03574 0.199 0.284 -0.289
H 4.69014 -1.33780 -0.69516 -0.068 0.045 -0.069
H 3.87982 -2.62411 -1.55400 0.012 -0.278 0.100
H 4.70075 -2.92705 0.02458 -0.096 -0.195 -0.129
H 2.98016 -0.92360 0.69266 -0.026 -0.058 0.091
H 2.62119 -2.37016 2.11683 0.020 -0.095 0.041
H 1.61018 -2.35043 -1.56604 -0.208 -0.248 0.158
H 1.70401 -0.68605 -1.08186 -0.023 -0.052 -0.138
H 0.49246 -1.22456 1.04270 -0.085 0.056 0.004
H -1.32159 -3.19312 0.12811 -0.008 -0.162 -0.068
H 1.55732 -4.86158 0.46144 -0.184 0.486 0.212
C -2.42684 -1.37415 -4.25351 0.128 0.088 -0.256
N -1.23031 -1.72375 -5.07064 -0.036 0.039 0.071
O -1.06324 -1.14297 -6.12230 0.034 -0.026 -0.009
O -0.48925 -2.57980 -4.62458 0.021 -0.015 0.005
H -2.98718 -0.60803 -4.76836 0.066 0.001 -0.121
H -3.01448 -2.27708 -4.13862 0.057 -0.046 0.092
H -2.07142 -1.01580 -3.29324 -0.009 -0.100 0.066
C -3.56233 2.52341 -0.77078 -0.237 -0.170 -0.334
N -4.75632 2.93519 -1.56098 0.075 -0.067 0.034
O -4.60200 3.70777 -2.47977 -0.056 0.016 0.005
O -5.83155 2.46667 -1.22166 -0.020 -0.026 0.008
H -2.69464 3.01194 -1.18156 0.007 0.023 -0.122
H -3.73518 2.81543 0.25678 0.025 -0.068 0.067
H -3.47310 1.44334 -0.85575 -0.007 -0.001 0.060
C 1.99310 -7.06112 -3.60686 0.038 0.165 -0.047
N 2.04351 -7.60974 -2.22445 -0.038 0.105 -0.096
O 2.37459 -6.86041 -1.33149 0.047 -0.071 0.108
O 1.74307 -8.77779 -2.08316 0.003 -0.019 0.024
H 2.28102 -6.01728 -3.57086 -0.012 -0.002 0.061
H 2.68292 -7.64210 -4.21140 -0.066 -0.073 -0.005
H 0.97417 -7.17552 -3.96363 0.013 -0.081 -0.015
C -5.56781 2.44879 2.52701 -0.028 0.080 -0.109
N -4.40233 1.66663 3.02259 0.017 0.060 -0.055
O -3.31324 1.91994 2.55024 -0.017 -0.199 0.035
O -4.62640 0.82360 3.86472 0.003 0.018 0.047
H -5.21877 3.15907 1.78828 0.047 0.031 0.046
H -6.27029 1.74556 2.08865 0.026 0.019 0.046
H -6.00429 2.95990 3.38017 -0.025 -0.082 0.034
C -6.30477 -0.71309 -1.47090 -0.138 0.216 -0.003
N -5.14146 -1.10510 -2.30908 -0.146 0.092 0.007
O -4.97223 -0.51361 -3.35781 -0.097 -0.046 0.175
O -4.43467 -1.99514 -1.88522 0.028 -0.043 -0.035
H -6.83077 0.09173 -1.96964 0.070 0.040 -0.005
H -6.93587 -1.58883 -1.35814 0.111 -0.081 0.061
H -5.91926 -0.38553 -0.51012 -0.049 -0.063 0.042
C 0.55312 -6.43218 4.66760 -0.007 0.256 0.117
N 1.72314 -7.19313 5.18168 -0.040 0.034 -0.056
O 2.79244 -7.04066 4.62240 0.014 -0.050 -0.009
O 1.53516 -7.92575 6.13006 0.023 -0.014 0.019
H 0.87111 -5.82964 3.82860 0.033 -0.015 -0.002
H -0.19500 -7.15419 4.36591 -0.059 -0.015 0.083
H 0.18748 -5.80959 5.47934 0.008 -0.062 0.047
C -9.58791 0.38888 2.96076 -0.161 0.272 0.071
N -8.35772 0.07737 2.18720 -0.187 0.047 0.013
O -8.12755 0.74365 1.19311 0.079 -0.088 -0.035
O -7.65438 -0.82460 2.58929 -0.009 -0.067 -0.104
H -10.10005 1.20586 2.46801 0.017 -0.049 -0.096
H -10.20092 -0.50539 2.96635 0.037 -0.031 0.059
H -9.29144 0.66436 3.96928 0.126 -0.140 -0.001
C -1.41709 6.21825 1.02585 -0.030 0.174 0.128
N -2.08215 4.89594 1.16130 -0.063 -0.078 0.072
O -3.05672 4.81148 1.88531 -0.004 0.185 -0.107
O -1.61075 3.97654 0.52979 0.325 0.199 0.189
H -1.94788 6.93374 1.64263 -0.044 -0.056 0.022
H -0.38955 6.09660 1.35555 0.033 -0.042 -0.114
H -1.45363 6.49557 -0.02327 0.102 -0.084 -0.022
C 1.62173 -9.47338 1.34321 0.046 -0.166 -0.010
N 0.48062 -8.95144 2.14046 0.074 -0.061 -0.026
O -0.22479 -9.74776 2.72311 -0.032 0.022 0.008
O 0.33185 -7.74593 2.16159 -0.029 -0.073 -0.214
H 1.62701 -10.55377 1.42468 -0.046 0.006 0.049
H 1.47894 -9.15467 0.31508 0.052 0.096 0.014
H 2.52749 -9.04071 1.75876 -0.024 0.089 -0.042
C 3.45969 3.00736 -1.39724 0.151 0.016 0.212
N 3.91184 1.58934 -1.39068 -0.021 0.170 0.074
O 4.91573 1.31109 -0.75395 -0.040 -0.049 0.005
O 3.25239 0.79614 -2.02289 0.090 -0.032 -0.007
H 4.14742 3.58901 -0.79196 0.036 -0.041 -0.005
H 3.46508 3.34893 -2.42412 -0.119 -0.080 -0.050
H 2.45474 3.03220 -0.98356 -0.059 -0.028 -0.142
C 7.41240 4.28944 -3.52305 -0.009 0.008 -0.170
N 6.38958 4.87408 -2.61278 0.043 -0.027 -0.075
O 5.38337 5.33872 -3.10259 0.029 0.040 0.040
O 6.63364 4.84400 -1.42198 -0.044 -0.004 0.030
H 7.05844 4.38672 -4.54224 -0.051 0.023 0.022
H 8.33701 4.84023 -3.37010 0.023 -0.062 0.091
H 7.53398 3.24635 -3.24542 0.050 0.024 0.073
C 4.24300 2.14825 2.52247 0.164 0.015 0.062
N 3.00717 2.86916 2.11201 0.123 -0.022 0.051
O 3.04441 4.08197 2.07747 -0.068 0.007 -0.056
O 2.04415 2.18721 1.82990 -0.009 0.005 -0.088
H 5.01393 2.87883 2.73572 -0.046 0.051 -0.014
H 4.00285 1.56352 3.40560 -0.060 -0.051 -0.051
H 4.53003 1.50633 1.69384 -0.036 -0.042 0.023
C 2.59981 7.54512 -2.43821 -0.043 0.166 0.096
N 1.91093 6.24344 -2.22716 0.037 0.078 -0.022
O 0.94365 6.21836 -1.49622 -0.020 -0.003 0.046
O 2.37520 5.28528 -2.80661 -0.168 0.074 -0.057
H 2.08293 8.30405 -1.86326 -0.040 -0.041 0.014
H 3.62604 7.42282 -2.10401 0.025 -0.067 -0.101
H 2.56353 7.76174 -3.50139 0.076 -0.064 -0.016
C -9.38707 -2.95185 -0.14717 0.084 -0.127 -0.018
N -10.59814 -2.55970 0.62354 -0.002 -0.066 0.013
O -11.29798 -3.43966 1.06501 -0.026 0.022 0.015
O -10.79764 -1.36592 0.76352 0.047 0.002 -0.080
H -9.34034 -4.03348 -0.18478 -0.042 0.000 0.028
H -9.48418 -2.52655 -1.14208 0.010 0.069 0.027
H -8.52656 -2.53779 0.37302 -0.018 0.066 -0.008
C 9.30745 4.86771 0.20657 -0.078 0.165 0.041
N 10.48132 4.39646 -0.57570 -0.074 0.064 0.032
O 10.72993 4.96139 -1.62175 -0.011 -0.050 -0.046
O 11.11221 3.47033 -0.11366 0.088 -0.038 -0.014
H 8.84756 5.68872 -0.32720 0.013 -0.020 -0.039
H 8.62256 4.03102 0.29666 0.027 -0.019 0.057
H 9.66639 5.18323 1.18194 0.049 -0.125 0.021
C 13.34943 1.78282 1.96957 0.167 -0.051 -0.076
N 13.03122 1.86180 3.42179 0.034 -0.015 -0.029
O 13.87326 1.48453 4.20795 -0.013 0.006 0.023
O 11.94063 2.30374 3.71871 -0.019 0.014 0.011
H 14.34638 1.37386 1.85751 0.003 -0.008 0.081
H 12.60657 1.14052 1.50741 -0.079 0.098 -0.011
H 13.28924 2.78919 1.56751 -0.131 -0.018 -0.027
C -10.37350 1.65825 -1.45715 0.003 0.001 -0.213
N -11.47220 2.12463 -0.56778 0.104 -0.075 -0.120
O -12.49264 2.52635 -1.08114 -0.006 0.005 0.042
O -11.25878 2.06383 0.62441 -0.116 0.085 0.151
H -10.69682 1.76529 -2.48581 -0.053 0.028 0.021
H -9.50211 2.27277 -1.24975 0.030 -0.068 0.087
H -10.18034 0.61921 -1.20559 0.052 0.034 0.118

***

44
Properties=species:S:1:pos:R:3:forces:R:3 method="wB97M-V/def2-TZVPD" e_tot_ha=-1029.92787 s_squared=0.758 total_charge=+3 multiplicity=2
O -0.93453 0.39573 -0.34779 -1.394 -2.682 3.391
C -0.86812 1.16541 -1.23225 -1.025 5.113 -4.085
O -1.75104 2.02802 -1.59321 -2.131 0.911 0.417
C 0.35004 1.35189 -2.14074 2.264 2.022 1.435
C 1.17040 0.13898 -2.10556 2.178 -3.557 -0.738
C 2.15221 0.00064 -0.90058 1.431 -0.990 0.354
N 1.36695 -0.31006 0.39523 -0.360 -0.651 -0.830
N 0.00435 1.85693 -3.49685 -1.930 -3.022 -1.232
H -2.65757 2.15524 -1.03313 2.462 -0.982 -0.735
H 1.09609 2.14635 -1.70750 -1.984 -0.836 -0.098
H 1.84052 0.14163 -2.99417 -0.284 0.035 0.439
H 0.62934 -0.84726 -2.23821 0.404 1.369 0.153
H 2.77218 0.97943 -0.84642 -0.847 -1.853 0.566
H 2.85287 -0.96743 -1.03625 -1.492 2.546 0.023
H 0.73697 0.46447 0.61572 0.888 0.227 0.999
H 0.71674 -1.09223 0.18346 0.907 0.152 0.148
H 1.83840 -0.68749 1.32101 0.414 1.351 -1.609
H 0.84942 2.21369 -3.95779 -0.192 -0.135 -0.151
H -0.39749 0.89466 -4.00400 0.925 1.897 0.648
H -0.76262 2.55931 -3.56309 0.667 -0.310 0.359
H -1.26426 -1.72668 -0.86507 -0.743 -1.491 -0.566
H -1.77440 -3.07170 -1.57896 0.231 -2.453 0.432
O -1.77655 -2.14808 -1.59378 0.421 3.825 0.457
H 0.71888 -1.68960 4.44113 0.260 0.100 2.006
H -0.85805 -1.94567 4.13829 0.759 -0.138 0.662
O 0.05174 -1.88378 3.81778 -0.854 -0.056 -2.307
H 1.03640 -2.48809 2.37828 -0.117 -0.346 -0.703
H 1.36984 -3.59824 1.39304 0.188 -1.361 -0.161
O 1.36694 -2.65977 1.46195 -0.432 1.088 0.848
H -2.62629 1.19858 1.24579 -0.619 0.337 -0.565
H -3.79867 0.66387 0.29080 0.319 0.510 0.093
O -3.14949 1.40711 0.39966 0.465 -1.377 1.151
H -1.23422 -1.31126 -2.91307 0.603 0.282 -2.139
H -1.01911 -1.54635 -4.44200 -0.715 -1.757 -2.232
O -0.80995 -0.93577 -3.78946 -0.183 1.915 3.751
H 1.98607 -0.49636 3.23809 -3.066 -0.982 2.665
H 3.39093 -0.91014 2.89122 1.244 -1.124 0.516
O 2.71122 -0.28278 2.75310 1.787 2.043 -2.974
H -0.34440 2.09246 2.22365 -1.910 0.771 0.900
H 1.07479 2.00355 2.69289 0.407 0.166 0.182
O 0.47884 1.74141 1.99086 1.729 -0.760 -1.205
H -2.73276 1.57029 3.51856 2.606 -0.520 -0.632
H -1.98216 0.28660 3.74812 0.893 1.248 -0.956
O -1.82047 1.14245 3.24128 -4.174 -0.524 1.326